Here is C75H172F11N6O21P4S9 as an isolated structure at a distorted geometry from the OMol25 dataset. Energies are from ωB97M-V/def2-TZVPD.

XYZ file:
```
298
Properties=species:S:1:pos:R:3:forces:R:3
C -7.2661 -4.5697 -8.0250 -0.3 -0.3 0.9
C -6.8734 -5.7097 -7.0636 -0.4 -1.5 -1.7
C -5.5117 -5.6412 -6.4423 0.7 1.2 -0.2
C -5.3529 -6.5341 -5.2735 -1.0 -2.0 1.7
P -3.7357 -6.5349 -4.5240 0.4 -0.5 -0.6
C -3.5125 -7.9113 -3.3772 -1.5 0.7 0.3
C -4.6832 -8.3388 -2.4500 0.6 -0.6 -0.7
C -4.2058 -9.5470 -1.6350 0.4 0.5 -0.2
C -4.9982 -9.9139 -0.4215 -0.1 -1.5 -0.7
C -2.4078 -6.8158 -5.7310 -0.2 0.6 -0.2
C -2.5518 -7.9899 -6.6938 -1.1 0.1 -0.9
C -1.2751 -8.3280 -7.4702 0.5 0.3 -0.6
C -0.8062 -9.7747 -7.2423 0.8 0.6 -1.2
C -3.3408 -4.9660 -3.8570 0.4 2.6 1.3
C -4.5629 -4.1222 -3.3123 0.1 -1.6 -0.1
C -5.2695 -4.8262 -2.1452 0.0 1.4 0.2
C -5.7674 -3.7426 -1.1613 -0.5 -0.5 -0.6
H -7.4117 -3.6266 -7.4971 0.1 0.0 0.2
H -8.2102 -4.7872 -8.5244 0.1 -0.1 0.0
H -6.5181 -4.3805 -8.7661 0.5 -0.1 -0.5
H -6.9135 -6.7078 -7.6078 0.0 1.1 0.3
H -7.6131 -5.8539 -6.3007 -0.6 0.3 0.6
H -5.2931 -4.6162 -6.1010 0.0 -0.1 -0.4
H -4.7282 -5.9389 -7.1410 0.0 0.4 -0.4
H -5.4213 -7.6201 -5.5028 -0.3 0.3 -0.5
H -6.1647 -6.4336 -4.4921 1.0 0.2 -0.6
H -2.6883 -7.5720 -2.7938 0.9 0.0 0.5
H -3.1753 -8.7174 -4.0173 0.0 -0.4 0.1
H -5.5064 -8.5857 -3.1316 -0.3 -0.1 0.5
H -4.9968 -7.5840 -1.7375 0.0 0.4 -0.2
H -3.2482 -9.3140 -1.1996 0.8 0.3 -0.3
H -4.0345 -10.3782 -2.2976 -0.1 -0.5 -0.3
H -4.5787 -10.8323 0.0111 -0.3 0.1 -0.1
H -6.0350 -10.0432 -0.6456 -0.8 -0.3 0.0
H -4.9159 -9.1739 0.3094 0.1 1.4 1.2
H -1.5724 -6.9695 -5.0363 0.1 0.0 -0.3
H -2.2464 -5.8500 -6.2627 0.0 -0.6 0.3
H -3.3392 -7.7662 -7.4607 0.3 -0.1 0.8
H -2.8841 -8.8755 -6.1515 -0.1 -0.1 0.0
H -0.5068 -7.6434 -7.0693 0.0 -0.4 -0.3
H -1.3822 -8.0811 -8.5698 0.1 -0.3 1.2
H 0.1717 -9.9321 -7.7273 -0.1 0.2 0.3
H -1.4115 -10.5558 -7.6845 -0.7 0.1 0.1
H -0.6917 -9.9112 -6.1926 0.1 -0.4 0.8
H -2.8239 -4.3212 -4.6096 -0.4 -0.8 0.2
H -2.5931 -5.1282 -3.0232 -0.8 0.1 -0.7
H -5.3415 -3.9740 -4.0556 0.2 0.0 -0.5
H -4.2588 -3.1222 -3.0605 0.5 0.3 0.3
H -4.5827 -5.3986 -1.5774 0.9 -0.9 0.4
H -6.0289 -5.5038 -2.5428 -0.2 0.2 0.3
H -4.8907 -3.2566 -0.7276 -0.2 0.2 -0.1
H -6.3677 -4.1628 -0.3405 0.1 0.2 -0.3
H -6.3474 -3.0169 -1.7551 0.1 0.0 0.6
C 9.9639 5.2139 0.6783 0.2 0.7 2.9
C 8.5116 5.4779 1.1844 1.1 1.7 -2.2
C 7.5099 4.9136 0.1576 1.6 1.6 0.0
C 6.0605 5.2308 0.4002 -0.6 -0.4 0.6
P 4.9549 4.2916 -0.6686 -1.1 1.8 -1.6
C 5.2073 4.6810 -2.4576 1.6 0.3 1.4
C 4.9770 6.1393 -2.8214 -1.0 0.8 -0.1
C 4.4528 6.1791 -4.2852 0.9 1.8 0.2
C 4.2634 7.6040 -4.8659 0.8 -0.4 0.2
C 5.0312 2.5583 -0.4943 0.1 -1.7 -0.3
C 4.4212 1.8627 0.7201 -0.8 1.5 1.8
C 4.9494 0.4610 1.0042 0.4 0.9 -0.7
C 4.5857 -0.4381 -0.1617 0.4 -1.6 -0.3
C 3.3486 5.0013 -0.1723 1.1 0.2 -0.4
C 2.1075 4.4391 -0.7491 -2.3 0.5 -2.8
C 0.7585 4.8498 -0.1237 1.1 0.6 -0.4
C 0.5456 6.3757 -0.0418 -1.1 0.6 0.1
H 10.6703 5.5887 1.4809 -0.7 -0.1 -0.9
H 10.1680 5.7554 -0.2112 0.2 0.3 -0.9
H 10.2742 4.1907 0.6053 -0.3 -0.8 -0.4
H 8.4568 6.5879 1.2980 -0.3 -0.7 -0.2
H 8.3618 5.1039 2.1477 -0.3 -0.9 1.5
H 7.8148 3.8958 0.1603 -0.7 -1.4 -0.2
H 7.8422 5.2909 -0.8293 -0.4 0.0 0.3
H 5.8091 6.3234 0.3181 0.3 -1.0 0.1
H 5.7138 4.8622 1.3979 0.4 0.5 -0.4
H 4.6781 3.9519 -3.0519 -0.4 -0.2 -0.2
H 6.3004 4.5876 -2.6414 -0.6 -0.8 0.1
H 5.9119 6.6915 -2.5883 -0.4 -0.1 -0.7
H 4.2145 6.6679 -2.2065 0.2 -0.5 -0.2
H 3.4454 5.7633 -4.2789 0.3 -0.7 -0.2
H 5.1823 5.6916 -4.9486 -0.6 -0.5 0.2
H 3.9782 7.4857 -5.9040 0.0 0.2 -0.3
H 5.1735 8.2398 -4.8079 -0.5 -0.4 0.0
H 3.4456 8.1015 -4.3820 -0.4 0.4 0.4
H 6.0722 2.2315 -0.5977 0.1 0.3 0.0
H 4.5897 2.1959 -1.4341 -0.1 0.0 0.2
H 3.3073 1.8523 0.6696 0.6 -0.2 -0.4
H 4.5918 2.5046 1.6351 0.1 -0.4 -0.6
H 4.5812 0.1775 1.9893 -0.2 -0.5 -0.2
H 6.0542 0.5109 1.0852 -0.4 -0.1 0.1
H 5.2222 -0.2408 -1.0709 -0.9 0.1 0.8
H 3.5056 -0.4815 -0.4017 0.7 0.7 0.1
H 4.8194 -1.4838 0.0943 0.1 0.2 0.0
H 3.4100 6.0622 -0.4199 0.2 0.0 0.1
H 3.4667 4.9646 0.8929 -0.6 -0.2 1.0
H 2.0582 3.3753 -0.9124 0.5 -0.7 0.4
H 1.8986 4.7945 -1.8114 1.3 -0.1 1.0
H 0.7677 4.3477 0.8337 -0.7 0.2 0.6
H 0.0093 4.4417 -0.8001 -0.2 -0.3 0.4
H 0.0612 6.9078 -0.9042 0.7 -1.0 0.2
H 1.4041 6.9808 0.2255 0.5 -0.2 0.0
H -0.1692 6.6100 0.7424 -0.2 -0.1 0.4
C 3.9446 -4.6498 7.4359 -0.3 0.9 -1.0
C 3.1591 -3.3186 7.8055 1.2 -1.3 -0.6
C 4.1246 -2.1130 7.8185 -2.4 0.4 2.1
C 3.3317 -0.8809 7.3815 -0.9 1.3 -0.8
P 4.3474 0.5864 7.0988 0.6 1.3 0.2
C 4.1035 1.6644 8.5536 -0.6 0.2 -0.3
C 4.8422 3.0076 8.6588 -0.4 0.0 -0.3
C 4.4772 3.6883 9.9932 0.6 -0.2 -0.3
C 5.0771 5.1046 10.0489 -0.2 -1.1 1.3
C 6.1052 0.1653 6.9415 -0.3 0.4 0.5
C 7.0644 1.3504 6.5508 -1.8 0.1 -1.2
C 7.5813 1.1948 5.1280 -0.4 -0.7 -0.3
C 8.4055 -0.0792 5.0608 -0.4 -0.9 -0.2
C 3.8446 1.4611 5.5411 -0.9 -1.5 1.2
C 2.4081 1.9544 5.7384 0.6 -1.0 -0.1
C 1.7646 2.6362 4.5618 -1.4 0.9 0.1
C 1.6436 1.6781 3.3827 1.5 -0.9 -1.6
H 3.3389 -5.5642 7.3879 0.0 0.4 0.6
H 4.7669 -4.7012 8.1205 0.4 -0.7 0.5
H 4.4098 -4.6385 6.4040 -0.6 0.6 1.1
H 2.6317 -3.3689 8.7786 0.2 -0.2 -0.6
H 2.4675 -3.1551 6.9963 -0.6 0.0 -0.1
H 4.9843 -2.2801 7.2479 1.2 -0.3 -1.0
H 4.4175 -1.8966 8.8824 0.2 -0.4 -0.9
H 2.4995 -0.5733 8.0594 0.9 -0.3 0.2
H 2.7386 -0.8948 6.4414 0.7 -1.0 0.1
H 4.3381 1.0642 9.4421 -0.2 -0.1 -0.2
H 2.9961 1.8524 8.5483 0.9 -0.2 0.3
H 4.5285 3.6361 7.8089 0.0 0.1 0.3
H 5.9312 2.9194 8.5335 -0.3 -0.2 0.3
H 4.8338 3.0589 10.8388 0.0 0.4 -0.5
H 3.3784 3.7088 10.1050 0.4 0.2 -0.1
H 4.9143 5.4664 11.0692 0.1 0.4 -0.3
H 4.6227 5.7209 9.3195 -0.8 0.8 -0.6
H 6.1342 5.1561 9.8275 0.4 -0.4 0.1
H 5.9609 -0.5548 6.1491 0.8 -0.5 -0.5
H 6.3559 -0.3817 7.8636 0.2 0.2 -0.3
H 7.8640 1.5448 7.2186 0.7 -0.4 0.9
H 6.4879 2.2610 6.5442 -0.3 0.5 0.2
H 8.1957 2.0212 4.7979 0.0 0.5 0.2
H 6.7151 1.1447 4.4370 0.4 0.0 0.3
H 9.3579 0.0539 4.5819 0.5 0.1 -0.1
H 7.8881 -0.8711 4.4989 0.1 0.2 0.3
H 8.5667 -0.4249 6.0879 0.3 -0.2 -0.3
H 3.9876 0.7407 4.7237 0.0 0.3 0.1
H 4.4539 2.3046 5.4707 1.5 1.3 -0.5
H 2.4379 2.5548 6.6294 -0.4 0.6 0.3
H 1.8457 1.0599 5.9413 -0.7 -0.3 0.3
H 2.2414 3.6422 4.4064 -0.3 -1.0 -0.4
H 0.6947 2.8419 4.8731 1.1 0.2 -0.2
H 0.9520 0.8513 3.6042 0.1 0.5 0.0
H 2.6234 1.1351 3.1317 -1.1 0.8 0.5
H 1.3615 2.0999 2.3899 0.0 0.2 1.0
C -8.6025 6.6293 4.0709 -0.2 -2.3 0.6
C -7.1875 6.0720 3.9905 0.0 1.7 -2.5
C -6.3340 6.7817 2.8698 0.3 -3.0 0.5
C -4.8569 6.2548 2.8533 -0.1 -0.6 0.1
P -4.5923 4.5713 2.1488 -0.3 0.0 -0.4
C -5.8060 4.1897 0.8309 0.8 0.0 0.7
C -7.1707 3.7550 1.2823 -1.7 0.4 -0.3
C -8.2438 4.0699 0.2045 1.3 1.6 -0.4
C -8.5600 5.6039 0.0130 -0.2 -1.0 0.1
C -2.9331 4.5315 1.3984 0.4 -0.9 0.6
C -2.7280 3.5386 0.2569 -0.4 0.1 -0.3
C -2.9367 4.1919 -1.1168 2.3 -0.2 -0.6
C -2.8478 3.0481 -2.1341 -0.8 -0.3 -2.3
C -4.8076 3.3418 3.4641 -0.3 -0.9 -0.1
C -3.7926 3.2976 4.6356 0.1 0.7 -1.3
C -4.0911 2.2236 5.6388 -1.1 -0.1 0.8
C -3.2281 2.2834 6.9139 0.2 -0.3 0.0
H -8.6428 7.6966 4.0917 -0.2 0.6 0.0
H -9.0144 6.1556 4.9884 -0.1 0.8 -0.3
H -9.2181 6.1738 3.2862 0.1 0.6 -0.2
H -7.2276 5.0344 3.7319 0.0 -0.6 0.3
H -6.7115 6.1951 4.9084 1.0 0.1 1.7
H -6.3025 7.8239 2.9857 -0.2 1.5 0.2
H -6.8016 6.4950 1.9231 0.1 0.5 0.0
H -4.4422 6.1043 3.8664 -0.2 0.5 -0.1
H -4.1748 6.9284 2.3273 -0.2 0.0 0.0
H -5.4178 3.3531 0.2797 0.6 -0.4 -0.3
H -5.8111 5.0239 0.1438 -0.2 0.5 -0.1
H -7.4984 4.1512 2.2444 0.0 0.3 -0.2
H -7.2217 2.6909 1.4235 0.5 -0.6 0.1
H -9.1208 3.5685 0.5015 -1.3 -0.5 0.3
H -7.9469 3.6271 -0.7577 0.1 0.1 0.3
H -9.1571 5.7714 -0.8969 0.4 0.0 0.3
H -7.7015 6.2777 0.0375 0.2 -0.3 -0.5
H -9.1608 5.9429 0.8461 -0.4 0.0 0.3
H -2.1838 4.3110 2.1622 -0.3 0.1 0.4
H -2.6738 5.4861 1.0099 0.0 1.2 -0.1
H -3.4579 2.7236 0.3273 0.5 -0.2 0.1
H -1.6913 3.1334 0.3107 -0.9 0.2 0.0
H -2.1092 4.9423 -1.3240 -0.5 -0.9 0.3
H -3.7823 4.8417 -1.2099 -1.1 -0.1 0.1
H -3.7735 2.4077 -2.2052 0.8 0.7 0.4
H -2.0478 2.3520 -1.8942 0.2 0.0 0.3
H -2.6298 3.3222 -3.2308 -0.4 0.1 1.7
H -4.8213 2.3447 2.9567 0.1 0.7 0.3
H -5.8467 3.5033 3.8206 0.5 -0.1 0.0
H -3.7328 4.2668 5.1129 -0.2 0.4 0.4
H -2.8086 3.1719 4.2014 0.4 -0.3 -0.1
H -3.9666 1.2269 5.2032 -0.2 0.2 -0.2
H -5.1986 2.3511 5.9017 1.4 -0.4 0.0
H -3.4610 1.4067 7.5155 -0.2 0.1 0.2
H -3.3989 3.1783 7.5163 -0.1 0.0 -0.1
H -2.1326 2.1892 6.7726 -0.5 0.2 -0.5
C 1.3892 -2.0660 -0.3051 -0.5 -0.4 -0.1
N -0.0123 -1.6534 0.1114 -0.4 -0.7 1.2
C -0.8860 -1.4964 -1.0490 -2.8 0.7 -1.3
C -0.5508 -2.8075 0.9362 0.4 -0.5 -0.8
C -0.0617 -0.4408 1.0432 -0.3 0.6 -0.8
C -0.0626 0.8459 0.2561 1.2 1.3 -1.1
O 1.0924 0.8959 -0.6471 -0.8 0.3 1.2
H 2.0658 -2.0204 0.5361 -0.2 0.2 0.1
H 1.7463 -1.4403 -1.1101 -0.2 0.1 -0.2
H 1.2948 -3.1235 -0.5876 0.1 0.4 -0.2
H -0.4564 -0.8664 -1.7991 0.7 0.3 -0.3
H -1.8688 -0.9708 -0.8018 1.3 -0.9 0.2
H -1.1973 -2.4276 -1.5864 0.8 0.3 1.0
H -1.4689 -2.4879 1.4072 -0.3 -0.1 -0.1
H 0.2056 -3.0325 1.6843 -0.1 -0.2 0.0
H -0.6928 -3.6528 0.2190 0.1 0.7 1.0
H 0.8163 -0.5601 1.6795 -0.1 0.2 0.0
H -1.0005 -0.3639 1.6310 0.4 -0.8 -0.3
H -0.0802 1.7248 0.9508 0.5 -0.7 -0.2
H -0.9572 1.0603 -0.3442 0.0 -0.8 0.2
H 0.7844 0.9917 -1.5715 0.1 0.1 0.4
C 0.6807 -2.6947 -8.2338 0.9 -0.1 0.1
N 1.5119 -1.7269 -7.3781 -0.6 -0.5 -0.6
C 2.8394 -1.4795 -7.9976 0.4 0.0 -0.3
C 0.7668 -0.3360 -7.2653 0.1 -1.5 -0.3
C 1.8741 -2.3933 -5.9978 -0.2 0.8 -0.6
C 0.6877 -2.8126 -5.1375 0.1 -2.0 -0.2
O -0.0724 -1.7753 -4.6456 -0.3 1.8 -0.1
H 0.6104 -2.3862 -9.2777 0.2 0.6 0.2
H -0.3300 -2.7462 -7.8609 -0.1 -0.1 0.3
H 1.1820 -3.6806 -8.2590 -0.3 0.5 0.4
H 2.7095 -1.1254 -9.0173 -0.1 0.0 0.0
H 3.4667 -2.3930 -8.0096 -0.5 0.5 0.1
H 3.3163 -0.6878 -7.4173 0.1 -0.2 0.0
H 1.4729 0.3381 -6.8013 0.1 0.2 -0.4
H -0.0038 -0.5154 -6.5404 -0.5 0.1 0.1
H 0.2983 -0.0241 -8.2504 1.0 -0.5 1.2
H 2.4381 -1.5948 -5.5165 0.0 -0.1 0.2
H 2.5908 -3.2441 -6.2280 -1.2 0.9 0.3
H 1.0915 -3.3173 -4.2551 0.5 -0.4 -0.2
H 0.1181 -3.5929 -5.6847 0.0 0.4 0.2
H -1.0211 -1.9134 -4.5407 0.0 -0.4 -0.2
N -0.6039 -7.1578 -2.2974 2.0 -0.9 -0.5
S 0.5427 -7.7898 -3.3949 -2.2 1.3 2.7
O -0.0219 -8.7970 -4.2382 -0.1 0.7 0.4
O 1.8024 -7.9992 -2.7779 0.2 0.3 -0.6
F 0.5517 -6.4748 -4.3020 0.9 -0.3 -0.4
S -0.0822 -6.2444 -1.0691 -0.7 0.2 2.4
O 0.8805 -5.2005 -1.3071 0.4 -0.9 -0.8
O -0.0867 -6.8055 0.2865 0.2 0.0 -2.8
F -1.4053 -5.3210 -0.9585 -0.7 -0.3 -0.5
N 2.7963 2.2402 -3.6845 1.5 -2.3 -0.5
S 3.7787 0.9484 -3.9511 -1.6 3.3 1.7
O 5.0755 1.3013 -3.5022 0.8 0.1 -0.2
O 3.5817 0.3881 -5.2317 -0.1 -1.4 -0.7
F 3.3026 -0.0334 -2.7999 -0.3 -0.5 -0.9
S 1.2595 2.0605 -4.0810 2.1 1.7 0.8
O 0.5494 1.1948 -3.2167 -1.1 -0.9 0.3
O 0.9831 1.9971 -5.4728 -0.3 0.7 0.2
F 0.9905 3.5218 -3.4417 -1.2 -0.4 -1.2
N 3.6718 -2.7954 4.6236 1.9 0.0 1.7
S 5.0660 -2.5303 3.9508 0.1 -1.5 0.3
O 5.4341 -1.1845 3.9151 0.6 3.2 1.5
O 5.3338 -3.2042 2.7811 -0.2 -2.1 -3.2
F 6.0068 -3.3166 4.9410 -0.4 0.8 1.0
S 2.3818 -2.5679 3.9031 -4.4 -0.9 -3.7
O 1.3616 -3.5320 4.2911 1.4 2.0 0.3
O 2.4540 -2.3263 2.4561 0.5 0.1 2.3
F 1.8404 -1.0413 4.3970 0.6 -1.6 0.3
N -3.4072 -1.5231 -5.4941 0.8 -1.2 -1.4
S -3.4246 -0.0667 -4.9719 -1.9 1.1 1.7
O -3.1215 0.9747 -5.9029 0.0 -0.4 0.5
O -2.8665 -0.1584 -3.6512 -0.1 0.9 -0.4
F -5.0920 0.2022 -4.6378 2.5 -0.6 -0.7
S -3.0188 -1.9190 -6.9830 -2.0 -1.2 1.1
O -2.7773 -3.3348 -7.0104 -0.3 0.0 0.2
O -2.1123 -1.1470 -7.7268 1.0 1.3 -0.5
F -4.4296 -1.6682 -7.6564 0.3 -0.3 -0.4
C -5.5694 -0.7123 2.5052 -0.5 0.0 1.4
F -6.5652 -1.2442 1.8286 0.0 -0.6 -1.0
F -6.1483 0.2432 3.2502 0.0 1.0 0.4
F -5.1422 -1.6216 3.3950 0.6 -0.1 -0.5
S -4.2692 0.0550 1.4641 1.5 0.0 -0.2
O -3.7115 -1.0587 0.7273 -0.3 0.0 -0.1
O -5.0662 1.0033 0.6844 0.6 -0.2 0.8
O -3.2595 0.6254 2.3941 -1.6 0.0 -0.7
```
Positions in Å, forces in eV/Å.

The calculation puts the energy relative to the best compared isomer or geometry (same formula, charge and spin) at 27.0 kcal/mol. The value obtained for the total energy is -297060.421 eV. As for the lowest unoccupied orbital energy: -1.88 eV. Its net charge is +1.